[1]
Below is a molecular structure, C23H30N8PtSSe, with properties calculated with ωB97M-V with the def2-TZVPD basis set.

Properties
Relative energy (zero: lowest compared OMol25 entry of this formula, charge and spin) = 1.5571 eV
HOMO (spin up / spin down) = -12.53 / -12.53 eV
Net charge = +2
Gap between HOMO and LUMO (spin up / spin down) = 6.04 / 6.00 eV

Last column: Mulliken charge in e.
CARTESIAN COORDINATES (ANGSTROEM)
Pt (0.3968, 0.3818, -1.0930)  1.02
C (3.4211, -0.2116, -0.3300)  -0.90
N (2.6866, 0.6427, -1.2597)  0.47
C (3.0756, 0.3167, -2.6364)  -0.96
C (3.0038, 2.0451, -0.9546)  -0.62
C (2.0632, 3.0035, -1.6746)  -0.99
N (0.6559, 2.6989, -1.3688)  0.48
C (0.2694, 3.3299, -0.1051)  -1.04
C (-0.1789, 3.1991, -2.4631)  -1.03
H (4.5025, -0.0848, -0.4399)  0.43
H (3.1788, -1.2562, -0.4983)  0.23
H (3.1406, 0.0393, 0.6901)  0.10
H (4.1480, 0.4909, -2.7894)  0.38
H (2.5287, 0.9280, -3.3518)  0.26
H (2.8660, -0.7289, -2.8568)  0.27
H (4.0377, 2.2795, -1.2385)  0.47
H (2.9133, 2.1854, 0.1255)  0.22
H (2.2149, 2.9296, -2.7531)  0.46
H (2.3052, 4.0322, -1.3801)  0.42
H (0.3424, 4.4221, -0.1672)  0.44
H (0.9236, 2.9850, 0.6952)  0.27
H (-0.7551, 3.0659, 0.1539)  0.22
H (-0.0171, 4.2714, -2.6209)  0.41
H (-1.2332, 3.0463, -2.2520)  0.29
H (0.0617, 2.6735, -3.3868)  0.34
S (-5.0731, -5.0700, -1.2528)  0.25
N (-5.1759, -3.4666, -1.2808)  -0.68
C (-3.9525, -2.9530, -1.2802)  0.95
C (-3.6031, -1.5692, -1.2731)  0.06
C (-4.5653, -0.5560, -1.2356)  -0.54
C (-4.1390, 0.7491, -1.1533)  -1.25
C (-2.7712, 1.0046, -1.1154)  -0.08
N (-1.8464, 0.0628, -1.1829)  -0.07
C (-2.2317, -1.2230, -1.2615)  0.35
C (-1.2119, -2.2516, -1.3267)  -0.27
N (0.0740, -1.8733, -1.4448)  -0.41
C (1.0096, -2.8029, -1.5297)  -0.17
C (0.7479, -4.1688, -1.4569)  -1.23
C (-0.5567, -4.5869, -1.3295)  -0.48
C (-1.5644, -3.6188, -1.2918)  0.20
C (-2.9503, -3.9618, -1.2555)  0.90
N (-3.4701, -5.1820, -1.2326)  -0.66
H (-5.6094, -0.8238, -1.2452)  0.58
H (-4.8411, 1.5643, -1.1022)  0.48
H (-2.4293, 2.0248, -1.0165)  0.56
H (2.0264, -2.4668, -1.6757)  0.53
H (1.5564, -4.8777, -1.5144)  0.48
H (-0.8299, -5.6296, -1.2745)  0.57
C (2.7514, 0.4234, 3.5644)  -0.90
N (1.3853, 0.4378, 4.0074)  0.13
C (0.9804, 0.6665, 5.2855)  -0.33
C (-0.3763, 0.5649, 5.3084)  -0.43
N (-0.7840, 0.2778, 4.0431)  0.20
C (-2.1412, 0.0725, 3.6209)  -0.80
C (0.3006, 0.1971, 3.2428)  -0.11
Se (0.2814, -0.4901, 1.5063)  -0.25
H (3.4035, 0.4973, 4.4307)  0.37
H (2.9503, 1.2668, 2.9001)  0.24
H (2.9600, -0.5081, 3.0375)  0.36
H (1.6715, 0.8669, 6.0783)  0.46
H (-1.0572, 0.6648, 6.1279)  0.45
H (-2.7883, 0.0396, 4.4935)  0.30
H (-2.2226, -0.8695, 3.0761)  0.32
H (-2.4613, 0.8816, 2.9615)  0.29

Forces on atoms 1 to 3 (eV/Å):
0.10 0.27 -1.50
0.25 -0.33 0.57
-1.74 -0.39 0.01

=====

[2]
Below is C24H24N4O2S in the gas phase, with properties calculated with ωB97M-V with the def2-TZVPD basis set.

Properties
Relative energy (zero: lowest compared OMol25 entry of this formula, charge and spin) = 0.0000 eV
Structure (SMILES) = Cc1ccc(C)c2[nH]c(=O)c(CN(Cc3cccnc3)C(=S)NCc3ccco3)cc12
HOMO = -7.75 eV
Net charge = 0
Gap between HOMO and LUMO = 7.59 eV

Last column: Mulliken charge in e.
CARTESIAN COORDINATES (ANGSTROEM)
C (1.2419, -4.9715, 0.6621)  -1.69
C (1.2709, -4.1737, -0.6051)  1.19
C (1.9644, -4.6289, -1.7044)  -0.95
C (2.0176, -3.8926, -2.8852)  -1.09
C (1.3656, -2.6852, -3.0140)  1.46
C (0.6405, -2.2121, -1.9075)  -0.84
N (-0.0472, -1.0315, -1.9806)  0.21
C (-0.7174, -0.4195, -0.9598)  0.21
O (-1.3201, 0.6296, -1.1680)  -0.90
C (-0.6555, -1.1103, 0.3179)  0.82
C (-0.0640, -2.3244, 0.4040)  -0.35
C (0.6012, -2.9354, -0.6995)  1.08
H (-0.0516, -2.8348, 1.3558)  0.43
C (-1.1636, -0.3782, 1.5317)  -2.17
N (-0.2250, 0.6417, 1.9642)  0.31
C (-0.4494, 1.9791, 1.8209)  0.29
N (-1.4622, 2.3549, 1.0168)  -0.02
H (-1.6546, 1.7708, 0.1996)  0.40
C (-1.7881, 3.7592, 0.8540)  -0.82
C (-3.0723, 3.8958, 0.1145)  0.41
C (-3.3345, 4.2175, -1.1848)  -0.68
C (-4.7424, 4.1698, -1.3292)  -0.33
C (-5.2282, 3.8188, -0.1090)  -0.51
O (-4.2277, 3.6509, 0.7700)  -0.34
H (-6.2270, 3.6643, 0.2485)  0.45
H (-5.3074, 4.3691, -2.2165)  0.42
H (-2.6163, 4.4588, -1.9410)  0.46
H (-1.8700, 4.2009, 1.8526)  0.49
H (-0.9940, 4.2874, 0.3105)  0.38
S (0.4480, 3.0958, 2.6634)  -0.42
C (1.0052, 0.1700, 2.5577)  -1.74
C (1.9704, -0.3699, 1.5391)  0.93
C (2.1102, 0.2267, 0.2872)  -0.34
N (2.8860, -0.2456, -0.6697)  -0.59
C (3.6040, -1.3280, -0.4180)  -0.50
C (3.5882, -1.9767, 0.8058)  -0.49
C (2.7501, -1.4910, 1.7956)  -0.54
H (2.6965, -1.9775, 2.7605)  0.47
H (4.2056, -2.8453, 0.9753)  0.45
H (4.2162, -1.6844, -1.2355)  0.43
H (1.5579, 1.1246, 0.0408)  0.65
H (1.4550, 1.0310, 3.0704)  0.50
H (0.7805, -0.5977, 3.3066)  0.49
H (-1.2897, -1.0892, 2.3574)  0.39
H (-2.1270, 0.0916, 1.3260)  0.58
H (-0.0338, -0.5232, -2.8564)  0.26
C (1.4405, -1.8852, -4.2792)  -1.84
H (0.4506, -1.7410, -4.7134)  0.41
H (1.8824, -0.9079, -4.0843)  0.38
H (2.0582, -2.3983, -5.0110)  0.38
H (2.5852, -4.2785, -3.7191)  0.38
H (2.4868, -5.5726, -1.6519)  0.37
H (1.7786, -5.9072, 0.5303)  0.39
H (0.2175, -5.2004, 0.9526)  0.38
H (1.7119, -4.4181, 1.4741)  0.30

Forces on atoms 1 to 3 (eV/Å):
-0.02 0.05 -0.05
0.02 0.06 -0.21
-0.01 -0.07 0.19